# 1
DFT (wB97M-V/def2-TZVPD) results for a structure of composition C28H25AsBrN4NiO3S.

For the LUMO energy (spin up / spin down), the calculation gives -3.501 / -3.497 eV. The value obtained for the orbital gap (spin up / spin down) is 6.25 / 6.26 eV. The value obtained for the energy relative to the best compared isomer or geometry (same formula, charge and spin) is 0.0 kcal/mol. The calculated total energy is -8242.82169 Ha.

```
! wB97M-V def2-TZVPD RIJCOSX def2/J DEFGRID3
* xyz 1 1
Ni 0.37326 0.45735 -0.44043
Br 1.66631 -0.41728 -3.94160
C -0.06796 -0.85164 -3.35600
C -0.89672 -1.47870 -4.27560
C -2.18551 -1.80492 -3.89995
C -2.60628 -1.49752 -2.61707
C -1.71746 -0.87298 -1.77530
N -0.45735 -0.54385 -2.12135
C -2.10450 -0.50287 -0.37642
O -3.26287 -0.53543 -0.02202
O -1.10023 -0.17165 0.38382
H -0.52143 -1.69374 -5.26454
H -2.85246 -2.28690 -4.60235
H -3.59917 -1.72176 -2.25546
O 2.10526 0.54325 -1.08982
As 3.38434 1.10838 -0.11802
C 3.02342 2.88172 0.47899
C 3.22038 3.24647 1.80466
C 2.86680 4.52538 2.21500
C 2.32662 5.42387 1.30343
C 2.14865 5.05886 -0.02736
C 2.49777 3.78471 -0.44412
C 3.58841 -0.01417 1.40814
C 4.86180 -0.35747 1.85250
C 4.99575 -1.19792 2.94904
C 3.86619 -1.69065 3.58778
C 2.59445 -1.35330 3.13894
C 2.45378 -0.51373 2.04664
C 4.96014 1.15259 -1.16784
C 6.01118 1.98015 -0.78280
C 7.13995 2.05374 -1.58353
C 7.20784 1.30984 -2.75523
C 6.15642 0.48458 -3.13012
C 5.02285 0.40188 -2.33623
H 3.63390 2.53691 2.51180
H 3.01595 4.82325 3.24482
H 2.04516 6.41634 1.63068
H 1.73661 5.76523 -0.73568
H 2.34850 3.48038 -1.47375
H 5.74017 0.02543 1.34676
H 5.98291 -1.47733 3.29240
H 3.97521 -2.35316 4.43683
H 1.70724 -1.75442 3.61336
H 1.45377 -0.28421 1.69476
H 5.94763 2.56465 0.12795
H 7.96261 2.69670 -1.30061
H 8.08735 1.37963 -3.38145
H 6.21973 -0.09454 -4.04186
H 4.19089 -0.23093 -2.61396
N -0.19116 2.60576 1.57820
C 0.09519 2.04298 0.61642
H -0.41682 3.10079 2.41706
S -0.98026 -2.07937 2.73558
C -2.06238 -1.09461 3.54093
N -3.06690 -0.39399 2.99171
C -3.81310 0.39609 3.96150
C -3.22598 -0.07781 5.30390
N -2.05822 -0.84600 4.87607
H -3.26882 -0.45590 1.99949
H -4.88273 0.20984 3.88368
H -3.64341 1.46364 3.80198
H -3.92844 -0.70449 5.85588
H -2.93253 0.75589 5.93895
H -1.54265 -1.44479 5.49525
*
```


# 2
DFT (wB97M-V/def2-TZVPD) results for a structure of composition C28H25AsN2O11PPmS.

For the LUMO energy (spin up / spin down), the calculation gives 3.552 / 3.553 eV. The value obtained for the orbital gap (spin up / spin down) is 6.11 / 6.10 eV. Its expectation value of S² is 6.004. The value obtained for the energy relative to the best compared isomer or geometry (same formula, charge and spin) is 0.0 kcal/mol. The calculated total energy is -5602.79913 Ha.

```
! wB97M-V def2-TZVPD RIJCOSX def2/J DEFGRID3
* xyz -2 5
Pm -0.05883 -0.81992 -1.23584
O 3.63589 -2.35181 -0.77168
S 2.37669 -1.70141 -0.93198
O 2.29246 -0.37117 -0.26857
O 1.97490 -1.43850 -2.35714
O 1.13699 -2.43284 -0.39909
C 2.18769 -4.34556 3.29569
C 0.82294 -4.13471 3.18288
C 0.34623 -2.89929 2.89964
C 1.22850 -1.85613 2.62605
C 2.60945 -2.03357 2.80721
C 3.08854 -3.29656 3.10856
P 0.65143 -0.14709 2.37010
C 0.94678 0.57258 4.00274
C 1.41504 -0.06348 5.15671
C 1.60222 0.62343 6.36080
C 1.37175 2.00321 6.33304
C 0.95378 2.66899 5.17126
C 0.71869 1.92335 4.02228
C -1.13755 -0.25345 2.14294
C -2.04271 0.08447 3.16397
C -3.39311 -0.25039 2.99075
C -3.80067 -0.96990 1.88652
C -2.87937 -1.32346 0.93098
C -1.54871 -0.79578 0.91024
H 2.52535 -5.29219 3.66512
H 0.11358 -4.97235 3.26599
H -0.71129 -2.70519 2.91541
H 3.28291 -1.19834 2.64063
H 4.14032 -3.52167 3.29091
H 1.69188 -1.12066 5.09263
H 1.90205 0.07446 7.26003
H 1.56210 2.53685 7.25765
H 0.82485 3.74857 5.08379
H 0.37191 2.36886 3.12797
H -1.62986 0.51936 4.11028
H -4.13506 0.09268 3.72588
H -4.85702 -1.30032 1.74192
H -3.22882 -1.98191 0.13630
O -2.93550 -3.36280 -3.49663
C -2.22317 -2.43120 -3.16844
O -1.40578 -2.36468 -2.11933
C -2.32844 -1.15067 -4.01228
C -3.36861 -1.02575 -4.99451
C -3.68360 0.24561 -5.48417
C -3.24181 1.42304 -4.84749
C -2.32069 1.21897 -3.85889
C -1.51760 0.01508 -3.72717
O -0.28856 0.00095 -3.34139
N -2.04594 2.28945 -2.93772
O -1.25777 2.11975 -1.96229
O -2.60076 3.39489 -3.16008
N -4.53140 0.32909 -6.66441
O -4.69499 1.48576 -7.10396
O -4.94682 -0.72302 -7.12832
H -3.79858 -2.00342 -5.32719
H -3.50986 2.46879 -5.12285
C 1.71254 1.79386 -3.57647
As 2.02545 2.35720 -1.68973
C 2.18977 4.28892 -1.98833
C 3.96137 1.79828 -1.77434
H 2.44668 2.35680 -4.17414
H 0.72270 2.00692 -3.91142
H 1.86160 0.75990 -3.65868
H 2.32837 4.47764 -3.07414
H 2.99074 4.71882 -1.41906
H 1.20942 4.75207 -1.69358
H 4.14866 1.26100 -2.72092
H 4.17787 1.18177 -0.92756
H 4.57279 2.67784 -1.64708
*
```


# 3
DFT (wB97M-V/def2-TZVPD) results for a structure of composition C28H25AsN2O11PPmS.

For the LUMO energy (spin up / spin down), the calculation gives 3.627 / 3.628 eV. The value obtained for the orbital gap (spin up / spin down) is 6.50 / 6.52 eV. Its expectation value of S² is 6.005. The value obtained for the energy relative to the best compared isomer or geometry (same formula, charge and spin) is 1.0 kcal/mol. The calculated total energy is -5602.79749 Ha.

```
! wB97M-V def2-TZVPD RIJCOSX def2/J DEFGRID3
* xyz -2 5
Pm -0.61099 -0.86159 -0.63632
O -4.22111 -1.64343 -2.46359
S -2.95645 -1.28637 -1.83944
O -3.02516 -0.47840 -0.53129
O -2.07688 -0.49811 -2.76976
O -2.14869 -2.52758 -1.56605
C 2.30594 6.21758 3.45583
C 1.30668 5.42533 4.00885
C 1.01307 4.15535 3.46124
C 1.79552 3.66621 2.38675
C 2.90781 4.43929 1.98641
C 3.09286 5.73143 2.40358
P 1.35444 2.00304 1.80135
C -0.38014 1.94331 2.20798
C -0.86051 1.19023 3.29717
C -2.23476 1.16856 3.55478
C -3.06879 1.90374 2.76537
C -2.58155 2.77603 1.81822
C -1.21996 2.82434 1.54840
C 1.14513 2.33990 0.04472
C 1.29086 3.59521 -0.59721
C 1.32929 3.57247 -1.98402
C 1.31630 2.35839 -2.69057
C 1.09256 1.09332 -2.06383
C 0.93460 1.14513 -0.68615
H 2.44030 7.19861 3.84487
H 0.71958 5.81809 4.81367
H 0.19904 3.62402 3.89588
H 3.55678 3.93256 1.24967
H 3.82910 6.36899 1.91849
H -0.21114 0.50448 3.84903
H -2.61590 0.50926 4.32013
H -4.14633 1.91116 2.82686
H -3.32814 3.35441 1.29708
H -0.82952 3.52666 0.86005
H 1.38600 4.50529 -0.04864
H 1.32513 4.51078 -2.60256
H 1.47289 2.30329 -3.76295
H 0.99446 0.18650 -2.66341
O 2.71790 -3.75547 -0.98353
C 1.72015 -3.18640 -0.49358
O 1.00467 -2.32630 -1.19013
C 1.46084 -3.42555 1.00958
C 2.35531 -4.33024 1.60785
C 2.30822 -4.56821 2.95548
C 1.39296 -3.93819 3.81791
C 0.55526 -3.05009 3.20775
C 0.55159 -2.71978 1.80893
O -0.16576 -1.67761 1.40776
N -0.36618 -2.36282 4.16971
O 0.24259 -1.83071 5.16720
O -1.57055 -2.27397 3.89808
N 3.35262 -5.37962 3.42933
O 3.55250 -5.52577 4.65017
O 4.05835 -5.88720 2.51666
H 2.90220 -4.98763 0.93640
H 1.29772 -4.21524 4.87225
C -0.71752 -2.66460 -7.37356
As -1.47153 -1.97289 -5.46645
C -2.41585 -3.65320 -4.82478
C -3.16841 -1.26339 -6.12575
H -0.67872 -1.83388 -8.12107
H -1.29158 -3.55322 -7.70562
H 0.30162 -2.94630 -7.10019
H -3.03376 -4.05087 -5.69661
H -3.00911 -3.26070 -3.94538
H -1.75359 -4.44940 -4.51618
H -3.69517 -1.97337 -6.76386
H -2.96336 -0.32858 -6.66667
H -3.76573 -1.11632 -5.19229
*
```


no.,strongest force on any atom (Eh/bohr)
1,0.022
2,0.058
3,0.069